{"formula": "C23H43Cl2GdIN3O4Si", "method": "the ωB97M-V functional and the def2-TZVPD basis", "species": ["C", "C", "H", "H", "H", "C", "C", "H", "H", "H", "H", "Gd", "Cl", "C", "O", "N", "C", "C", "H", "H", "H", "H", "H", "H", "H", "H", "H", "C", "C", "N", "H", "C", "O", "H", "H", "H", "H", "H", "H", "C", "C", "N", "H", "C", "O", "H", "H", "H", "H", "O", "C", "C", "C", "H", "C", "H", "C", "H", "C", "C", "H", "H", "H", "Si", "Cl", "C", "C", "C", "H", "H", "H", "H", "H", "H", "H", "H", "H", "I"], "positions_angstrom": [[-1.568, -0.640, -4.298], [-1.129, -1.946, -3.695], [-1.432, -0.630, -5.385], [-0.998, 0.201, -3.867], [-2.636, -0.449, -4.091], [-0.588, -2.968, -4.374], [-0.380, -2.987, -5.849], [-0.294, -3.871, -3.841], [-0.499, -1.994, -6.298], [-1.096, -3.657, -6.344], [0.620, -3.356, -6.109], [0.019, 0.493, -0.155], [0.324, 2.460, -1.769], [-0.573, -2.246, 1.715], [0.193, -1.296, 1.407], [-0.163, -3.338, 2.358], [1.203, -3.498, 2.852], [-1.083, -4.417, 2.695], [-1.653, -2.201, 1.462], [1.788, -2.601, 2.645], [1.666, -4.376, 2.386], [1.165, -3.697, 3.931], [-2.069, -4.202, 2.268], [-1.155, -4.514, 3.788], [-0.711, -5.369, 2.298], [0.725, 3.319, 5.025], [-1.291, 4.773, 4.399], [1.061, 3.381, 3.983], [-0.892, 4.800, 3.378], [-0.089, 3.615, 3.116], [1.556, 2.455, 3.696], [-0.354, 2.839, 2.068], [0.375, 1.869, 1.733], [-1.719, 4.808, 2.660], [-1.276, 3.079, 1.498], [1.763, 4.221, 3.913], [-0.290, 5.710, 3.254], [1.203, -0.340, -3.654], [2.396, -2.982, -3.482], [2.210, -0.090, -3.283], [3.210, -2.350, -3.091], [2.701, -1.161, -2.422], [2.163, 0.859, -2.735], [2.749, -1.053, -1.091], [2.287, -0.077, -0.440], [3.799, -2.936, -2.375], [3.238, -1.907, -0.596], [2.888, -0.019, -4.140], [3.838, -2.045, -3.937], [-0.376, -1.092, -1.635], [-1.261, -1.985, -2.176], [0.118, -3.908, -1.247], [-1.129, -3.349, -1.507], [1.007, -3.292, -1.405], [0.201, -5.201, -0.734], [-2.281, -1.628, -1.972], [-2.291, -4.014, -1.116], [1.192, -5.628, -0.527], [-0.965, -5.939, -0.501], [-2.216, -5.331, -0.663], [-3.244, -3.476, -1.169], [-0.885, -6.982, -0.182], [-3.127, -5.888, -0.431], [-0.449, 5.908, -2.938], [-0.701, 4.411, -4.372], [1.402, 5.969, -2.621], [-1.696, 5.452, -1.609], [-0.899, 7.631, -3.564], [1.805, 4.965, -2.428], [1.639, 6.623, -1.770], [1.910, 6.384, -3.507], [-0.229, 7.987, -4.361], [-0.818, 8.344, -2.727], [-1.930, 7.682, -3.945], [-1.556, 4.414, -1.273], [-2.708, 5.550, -2.033], [-1.635, 6.124, -0.741], [-3.054, 0.589, 0.086]], "forces_ev_per_angstrom": [[-0.08, 0.18, -0.14], [0.47, -0.76, 0.09], [-0.09, 0.12, 0.32], [-0.25, -0.27, -0.06], [0.40, -0.08, 0.01], [-0.33, 0.53, 0.22], [0.09, -0.05, -0.55], [-0.11, 0.12, 0.01], [0.10, -0.31, 0.04], [0.10, 0.06, 0.06], [-0.10, 0.05, 0.03], [-0.85, -0.97, -1.10], [0.08, 0.39, -0.07], [0.74, 1.02, -0.43], [-0.88, -1.45, 0.85], [-0.07, -0.06, 0.16], [-0.19, -0.11, -0.07], [-0.05, 0.10, 0.08], [0.48, -0.14, 0.08], [-0.15, -0.14, 0.01], [-0.04, 0.19, -0.08], [0.03, 0.19, -0.15], [0.27, -0.13, 0.12], [-0.08, 0.08, -0.21], [-0.11, 0.24, -0.05], [0.00, -0.06, -0.19], [0.05, 0.00, -0.20], [-0.07, 0.17, 0.03], [-0.12, -0.09, -0.09], [0.00, 0.09, -0.04], [-0.07, 0.11, -0.02], [0.74, -0.95, -0.31], [-0.91, 1.31, 0.81], [0.12, 0.16, 0.24], [0.41, -0.01, 0.27], [-0.09, -0.18, -0.09], [-0.13, -0.21, 0.01], [0.31, 0.09, 0.22], [0.11, 0.30, 0.15], [-0.39, 0.01, -0.13], [-0.06, -0.14, 0.09], [0.42, -0.05, 0.57], [0.03, -0.36, -0.18], [-0.74, 1.00, -0.37], [0.98, -1.34, -0.70], [-0.09, 0.07, -0.27], [-0.12, 0.21, 0.04], [-0.06, 0.12, 0.19], [-0.03, -0.11, 0.26], [1.13, 0.88, 0.55], [-0.43, 0.16, 0.28], [-0.06, -0.13, 0.21], [-0.33, 0.55, -0.31], [-0.25, -0.26, -0.11], [0.19, -0.01, 0.01], [-0.26, -0.14, 0.09], [0.09, -0.29, -0.07], [-0.50, 0.05, -0.12], [0.04, 0.04, -0.02], [0.20, -0.13, 0.15], [0.27, -0.34, -0.19], [-0.11, 0.37, -0.02], [0.26, 0.17, -0.02], [-0.04, 0.20, -0.20], [-0.08, 0.41, -0.23], [-0.01, -0.17, 0.25], [0.18, -0.06, 0.22], [-0.15, 0.01, -0.22], [-0.10, 0.27, 0.02], [-0.03, -0.15, -0.13], [-0.26, -0.15, 0.22], [-0.16, -0.19, 0.22], [-0.02, -0.23, -0.18], [0.25, -0.03, 0.12], [-0.05, 0.34, -0.14], [0.34, -0.05, 0.07], [0.01, -0.10, -0.14], [0.20, 0.09, 0.24]], "lowdin_spin": [0.00, 0.00, 0.00, 0.00, 0.00, 0.00, 0.00, 0.00, 0.00, 0.00, 0.00, 6.81, 0.05, 0.00, -0.01, 0.00, 0.00, 0.00, 0.00, 0.00, 0.00, 0.00, 0.00, 0.00, 0.00, 0.00, 0.00, 0.00, 0.00, 0.00, 0.00, 0.00, -0.01, 0.00, 0.00, 0.00, 0.00, 0.00, 0.00, 0.00, 0.00, 0.00, 0.00, 0.00, -0.01, 0.00, 0.00, 0.00, 0.00, 0.04, 0.01, 0.00, 0.00, 0.00, 0.00, 0.00, 0.00, 0.00, 0.00, 0.00, 0.00, 0.00, 0.00, 0.00, 0.00, 0.00, 0.00, 0.00, 0.00, 0.00, 0.00, 0.00, 0.00, 0.00, 0.00, 0.00, 0.00, 0.11], "spin_multiplicity": 8, "gap_ha": [0.306, 0.216]}

{"formula": "C7H13N", "method": "the ωB97M-V functional and the def2-TZVPD basis", "species": ["C", "C", "C", "C", "C", "C", "C", "N", "H", "H", "H", "H", "H", "H", "H", "H", "H", "H", "H", "H", "H"], "positions_angstrom": [[-0.063, -0.016, -0.125], [-1.476, 0.433, -0.443], [0.744, -0.572, -1.280], [-0.614, -2.253, 0.711], [0.182, -0.486, 1.163], [0.879, 1.718, 0.302], [0.975, 2.650, -0.628], [0.477, -0.257, 2.325], [0.368, -1.022, 2.988], [1.298, 1.865, 1.293], [-1.997, 0.775, 0.448], [-1.431, 1.260, -1.150], [-2.037, -0.383, -0.896], [0.197, -1.375, -1.772], [0.910, 0.221, -2.007], [1.711, -0.945, -0.950], [0.279, -2.875, 0.685], [-1.221, -2.432, -0.173], [-1.225, -2.436, 1.593], [1.466, 3.604, -0.451], [0.578, 2.526, -1.632]], "forces_ev_per_angstrom": [[2.88, 6.59, -0.36], [0.14, -0.24, 0.07], [-0.23, -0.07, 0.22], [1.20, 1.20, 1.80], [-3.30, -6.32, -0.62], [-1.14, -1.40, -1.45], [0.02, -0.02, 0.01], [0.74, 0.92, 0.66], [-0.09, -0.03, -0.30], [-0.20, -0.33, -0.03], [0.01, -0.01, 0.02], [0.01, -0.04, -0.04], [-0.07, -0.05, 0.00], [0.00, -0.11, -0.01], [-0.02, -0.01, -0.01], [0.01, 0.00, 0.00], [-0.13, -0.23, 0.11], [0.13, 0.52, -0.20], [0.11, -0.24, 0.08], [0.01, -0.06, 0.06], [-0.07, -0.07, -0.01]], "lowdin_charge": [-0.44, -0.04, -0.05, -0.02, -0.30, -0.04, -0.07, 0.17, 0.08, 0.06, 0.10, 0.08, 0.08, 0.08, 0.08, 0.09, 0.03, 0.02, 0.02, 0.05, 0.04], "gap_ha": 0.318}

| no. | maximum force (Eh/bohr) |
| --- | --- |
| 1 | 0.037 |
| 2 | 0.140 |